Density functional theory data (ωB97M-V/def2-TZVPD) for C39H96AsO11S9Si as an isolated structure.

```
157
Properties=species:S:1:pos:R:3:forces:R:3
C 5.70904 0.28638 -1.59139 0.243 -0.581 0.003
C 4.73847 -0.91740 -1.66133 0.942 -1.128 0.708
C 5.25795 -1.90435 -0.56645 -0.419 0.780 0.222
C 4.87764 -1.71741 -3.00345 -0.802 1.580 0.512
C 3.28365 -0.60918 -1.26490 0.199 0.332 -0.332
C 2.46133 0.43045 -2.09306 -1.147 0.292 -0.028
C 1.12665 -0.27048 -2.51732 1.182 -0.167 -0.240
C 3.08324 0.95852 -3.39828 -0.412 0.330 -0.272
C 2.07305 1.64762 -1.21487 0.517 -0.821 -0.565
C 0.93726 1.62882 -0.43002 -0.596 -0.537 0.421
C 0.55216 2.68972 0.36914 -0.452 -0.317 0.353
C 1.31469 3.82336 0.36336 0.148 0.865 0.189
O 0.95746 4.92870 1.11985 0.127 -0.023 -0.232
C 0.76591 6.10238 0.32934 -0.107 0.361 -0.257
C -0.23010 5.87934 -0.81624 -0.019 0.063 0.700
O -1.36312 5.26305 -0.25586 -0.009 0.027 -0.698
C -2.11117 4.54478 -1.27322 -0.214 -0.073 -0.129
C -3.60740 4.52718 -1.01233 0.659 0.500 -0.142
As -4.48076 2.72483 -1.50274 -0.559 0.252 0.132
Si -5.59816 0.67046 -1.95362 0.334 -0.119 0.162
C -6.79265 0.96581 -3.40658 -0.056 -0.802 0.288
C -6.58814 0.10636 -0.40924 0.225 0.398 -0.624
C -4.27074 -0.65110 -2.34586 0.103 0.168 -0.053
C 2.45583 3.86215 -0.41112 0.456 0.836 0.092
C 2.84842 2.79312 -1.17790 0.335 0.128 -0.113
H 6.71328 -0.13816 -1.43622 -0.109 0.217 -0.115
H 5.53096 0.91969 -0.71341 -0.119 0.072 -0.303
H 5.77204 0.85301 -2.52491 -0.263 0.153 0.262
H 6.32923 -2.08242 -0.70919 -0.227 -0.249 -0.056
H 5.14116 -1.44224 0.42525 0.078 -0.174 -0.122
H 4.69535 -2.84398 -0.55658 0.198 0.064 -0.070
H 5.54529 -2.57317 -2.88661 -0.051 0.129 -0.224
H 5.22184 -1.00245 -3.76035 0.178 -0.521 -0.166
H 3.86838 -2.01320 -3.29968 0.355 -0.416 -0.167
H 2.73541 -1.56246 -1.27649 0.152 0.133 -0.033
H 3.28893 -0.28436 -0.21420 0.019 -0.018 -0.198
H 0.72214 -0.80262 -1.65402 -0.323 0.091 -0.285
H 1.41069 -1.00721 -3.28353 -0.268 -0.020 0.194
H 0.42282 0.43462 -2.96732 -0.059 -0.116 0.283
H 3.32118 0.17335 -4.12297 0.165 0.012 0.327
H 3.92566 1.63668 -3.25328 0.093 -0.401 -0.057
H 2.31282 1.57374 -3.88962 0.117 -0.110 0.130
H 0.27726 0.76739 -0.40290 0.191 0.037 -0.154
H -0.34335 2.61668 0.97901 0.047 0.169 -0.167
H 0.39483 6.87916 1.00674 -0.098 -0.322 0.029
H 1.71854 6.48775 -0.07046 -0.100 -0.196 0.004
H 0.21438 5.27417 -1.62167 -0.021 -0.030 0.232
H -0.50589 6.85750 -1.25416 0.185 -0.114 0.029
H -1.70239 3.51936 -1.34796 -0.075 0.133 0.195
H -1.90202 5.01430 -2.24789 -0.089 -0.060 0.161
H -4.08429 5.29958 -1.63428 -0.127 -0.220 0.155
H -3.81066 4.76732 0.04036 0.009 -0.350 -0.113
H -3.18648 2.29522 -2.34381 0.384 -0.083 -0.214
H -5.15600 3.37968 -2.80863 0.019 0.227 -0.245
H -5.73208 3.15286 -0.66197 0.116 -0.066 0.379
H -3.84547 2.04027 -0.17982 0.442 -0.141 0.369
H -7.38218 1.86818 -3.20939 0.188 -0.048 -0.161
H -6.23516 1.03879 -4.34759 -0.145 0.232 0.149
H -7.47399 0.10210 -3.48807 0.025 0.232 -0.101
H -6.75045 1.01421 0.18981 -0.122 -0.244 0.005
H -7.54648 -0.30083 -0.75613 0.085 -0.050 0.380
H -6.01705 -0.62194 0.17476 -0.223 0.038 -0.055
H -3.28517 -0.17891 -2.19399 -0.224 0.026 -0.053
H -4.30363 -0.96322 -3.39826 -0.007 -0.193 0.249
H -4.29619 -1.51214 -1.66538 -0.165 0.000 -0.315
H 3.05951 4.76821 -0.40123 -0.045 -0.137 -0.010
H 3.77650 2.89119 -1.73186 -0.144 -0.147 0.011
C -7.99134 5.57282 1.06727 -0.039 0.184 0.099
S -8.33707 4.06015 0.15226 0.042 -0.247 0.037
O -7.58210 4.13412 -1.11563 -0.706 0.433 -0.279
C -10.05695 4.45251 -0.21022 -0.158 0.262 0.036
H -6.94297 5.55505 1.36047 0.009 -0.087 -0.082
H -8.17936 6.44062 0.43331 0.008 -0.043 -0.052
H -8.62086 5.60989 1.95855 -0.019 -0.046 -0.017
H -10.11329 5.39271 -0.76234 0.127 -0.026 -0.050
H -10.61678 4.52404 0.72188 0.020 -0.119 0.008
H -10.47029 3.64957 -0.81768 0.103 -0.057 0.028
C 6.04380 3.77614 3.67881 0.150 0.013 -0.147
S 5.64871 2.23558 2.84476 -0.123 -0.003 0.035
O 6.50118 2.16497 1.62299 0.009 0.082 0.010
C 3.99913 2.71299 2.31994 -0.041 -0.044 0.016
H 7.06504 3.71392 4.05924 -0.375 -0.114 -0.058
H 5.96509 4.60486 2.97230 -0.068 -0.067 -0.064
H 5.36001 3.92617 4.51411 0.033 -0.035 0.026
H 4.05111 3.60977 1.70565 0.065 -0.015 -0.001
H 3.37660 2.89299 3.19712 0.024 -0.022 0.014
H 3.57220 1.89851 1.73520 0.040 0.008 -0.024
C -11.77735 4.63868 4.62675 -0.075 0.196 -0.051
S -12.13431 3.12431 3.72125 -0.131 -0.275 0.041
O -11.38213 3.19632 2.43896 -0.052 0.221 0.011
C -13.85360 3.52672 3.36310 -0.080 0.224 -0.112
H -10.72878 4.62331 4.91517 -0.007 -0.059 -0.019
H -11.96861 5.50402 3.99024 -0.010 -0.049 -0.050
H -12.39857 4.68106 5.52181 0.024 -0.056 0.011
H -13.90997 4.46619 2.81085 0.037 -0.013 -0.009
H -14.40936 3.60371 4.29803 0.041 -0.038 0.018
H -14.26929 2.72307 2.75839 0.084 -0.036 0.016
C 3.05542 -5.84750 -5.14024 0.007 -0.078 -0.107
S 3.95039 -4.33699 -5.51408 0.018 -0.021 0.112
O 3.05605 -3.20166 -5.17539 -0.120 -0.030 -0.174
C 3.91144 -4.52918 -7.30283 -0.038 -0.051 -0.148
H 2.92728 -5.91177 -4.06154 0.037 0.077 -0.003
H 2.07702 -5.82724 -5.62034 0.009 0.061 0.000
H 3.62617 -6.70864 -5.48678 -0.025 -0.025 0.047
H 2.87790 -4.59266 -7.64435 -0.015 0.020 0.070
H 4.45902 -5.42952 -7.58347 0.010 0.003 0.036
H 4.39041 -3.65897 -7.74803 0.003 0.022 0.083
C 4.01710 -11.08492 -3.23194 0.139 -0.139 -0.185
S 3.38107 -9.40888 -3.15362 -0.097 -0.105 0.129
O 3.00648 -9.01030 -4.54041 0.124 -0.037 0.002
C 4.95591 -8.62496 -2.77590 0.112 0.077 -0.066
H 3.19393 -11.74452 -3.49586 -0.078 0.080 0.106
H 4.79925 -11.14550 -3.99051 0.008 0.115 0.007
H 4.41074 -11.36901 -2.25599 -0.063 0.024 0.023
H 5.67720 -8.84750 -3.56313 -0.052 -0.029 -0.030
H 5.32006 -8.98833 -1.81497 -0.050 0.000 0.010
H 4.79760 -7.54918 -2.71949 -0.056 -0.023 0.010
C -1.13431 -11.14781 -3.18826 -0.090 -0.061 -0.108
S 0.08824 -11.26315 -1.87741 -0.008 0.213 0.052
O 1.14132 -12.21059 -2.33684 -0.066 -0.091 -0.009
C -0.95720 -12.15066 -0.71468 -0.089 -0.137 0.022
H -0.67016 -10.65328 -4.03970 0.067 0.018 0.063
H -1.46104 -12.14701 -3.47790 0.053 -0.022 0.043
H -1.98226 -10.55657 -2.84226 0.039 0.026 0.025
H -1.29585 -13.08604 -1.16133 0.042 0.016 -0.044
H -1.81082 -11.52783 -0.44694 0.033 0.037 -0.012
H -0.36952 -12.36327 0.17632 0.052 0.048 -0.042
C 9.46654 6.42359 4.20535 0.000 0.150 0.007
S 9.48361 4.75681 4.87877 0.248 -0.003 -0.074
O 8.20774 4.56484 5.61166 0.093 0.149 0.283
C 10.75264 5.06372 6.11584 0.113 0.084 0.073
H 8.70316 6.46702 3.43072 -0.001 -0.084 0.014
H 9.22908 7.13830 4.99387 -0.019 -0.061 0.038
H 10.43998 6.64916 3.76925 -0.004 -0.045 -0.014
H 10.43285 5.86623 6.78104 -0.068 -0.012 -0.034
H 11.68615 5.33175 5.62025 -0.013 -0.024 -0.024
H 10.89549 4.14953 6.68876 -0.060 -0.026 -0.056
C -9.09314 1.70801 7.95528 0.094 -0.041 0.103
S -9.77795 2.34063 6.41633 0.245 -0.033 0.052
O -10.91687 1.46151 6.05078 -0.015 -0.096 0.177
C -8.38885 1.87903 5.37463 0.073 -0.027 -0.060
H -9.82887 1.86217 8.74258 -0.039 0.030 -0.062
H -8.88306 0.64313 7.85410 -0.034 0.008 -0.074
H -8.18065 2.25300 8.19871 -0.013 0.018 -0.023
H -8.22429 0.80329 5.43562 -0.070 -0.001 0.021
H -7.49742 2.41785 5.69709 -0.028 0.031 0.001
H -8.62708 2.15383 4.34738 -0.061 0.011 0.029
C 8.12492 -3.30396 3.73722 0.109 -0.093 0.106
S 7.69152 -2.79970 2.06452 -0.091 0.202 -0.033
O 6.56552 -3.66035 1.62925 0.101 -0.221 0.110
C 9.18256 -3.43852 1.28484 0.137 -0.116 0.001
H 7.30076 -3.03427 4.39466 -0.032 0.038 -0.077
H 8.28125 -4.38287 3.76978 -0.032 0.001 -0.062
H 9.02795 -2.78028 4.05270 -0.020 0.032 -0.018
H 9.27055 -4.50881 1.47603 -0.066 0.006 0.018
H 10.05262 -2.91088 1.67697 -0.028 0.035 -0.004
H 9.10477 -3.26388 0.21330 -0.078 0.045 0.027
```
Forces are in eV/Å.

## Properties
Strongest force on any atom in eV/A: 1.84
Total charge: -1
2S+1: 1
E_HOMO in eV: -2.10

These are the Löwdin partial charges, in e, on atoms 1 to 99: -0.0477, -0.5432, -0.0986, -0.0497, -0.0982, -0.4336, -0.0498, -0.0510, -0.1782, -0.0185, 0.0106, -0.3154, -0.0600, -0.1709, -0.2282, -0.1596, -0.3203, -0.3988, 0.4131, 0.3744, -0.2548, -0.2368, -0.2530, -0.0506, -0.0327, 0.0760, 0.0731, 0.0652, 0.0618, 0.0787, 0.0875, 0.0725, 0.0727, 0.0487, 0.1173, 0.1183, 0.0745, 0.0833, 0.0948, 0.0783, 0.0539, 0.0964, 0.1136, 0.1338, 0.1230, 0.1092, 0.1206, 0.1265, 0.0708, 0.1073, 0.0438, 0.0505, -0.0791, -0.0768, -0.0999, -0.0774, 0.0067, 0.0125, 0.0052, -0.0078, 0.0058, 0.0050, -0.0100, 0.0057, 0.0024, 0.1195, 0.1086, -0.2695, 0.7717, -0.5810, -0.2792, 0.0465, 0.0527, 0.0394, 0.0513, 0.0100, 0.0508, -0.2803, 0.8001, -0.5646, -0.2623, -0.0033, 0.0601, 0.0591, 0.0486, 0.0620, 0.0476, -0.2725, 0.8089, -0.5467, -0.2661, 0.0207, 0.0569, 0.0567, 0.0545, 0.0513, 0.0483, -0.2798, 0.7993